{
  "formula": "C45H44As2O2PdS2",
  "method": "ωB97M-V/def2-TZVPD",
  "e_above_lowest_kcal_mol": 6.97,
  "multiplicity": 3,
  "symbols": ["Pd", "C", "As", "C", "C", "C", "C", "C", "C", "C", "As", "C", "C", "H", "H", "H", "H", "H", "H", "H", "H", "H", "H", "H", "H", "H", "H", "H", "H", "C", "C", "C", "C", "C", "C", "C", "S", "O", "C", "C", "C", "C", "C", "C", "C", "C", "C", "C", "C", "C", "C", "C", "C", "C", "C", "C", "C", "C", "S", "O", "C", "C", "C", "C", "C", "C", "C", "H", "H", "H", "H", "H", "H", "H", "H", "H", "H", "H", "H", "H", "H", "H", "H", "H", "H", "H", "H", "H", "H", "H", "H", "H", "H", "C", "H", "H"],
  "xyz": [[1.2878, 0.0318, 1.0894], [3.9758, -3.0486, 2.2257], [3.3251, -1.2711, 1.7340], [4.9791, -0.3762, 1.2322], [2.8824, -0.4555, 3.4447], [3.9836, -0.1873, 4.4140], [3.7551, 0.3836, 5.6227], [2.5138, 0.8689, 6.1021], [1.3484, 1.2167, 5.3827], [1.1360, 1.2719, 4.0299], [-0.4632, 2.1052, 3.3053], [-1.1707, 3.0685, 4.8653], [0.4309, 3.6553, 2.4943], [4.7120, -2.9594, 3.0256], [4.4235, -3.5260, 1.3559], [3.1360, -3.6516, 2.5669], [5.8018, -0.6474, 1.8931], [4.8050, 0.6983, 1.2776], [5.2303, -0.6333, 0.2044], [4.9938, -0.5040, 4.1719], [4.5896, 0.4475, 6.3147], [2.4731, 1.0847, 7.1641], [0.5502, 1.5915, 6.0166], [-0.3900, 3.6428, 5.3647], [-1.6224, 2.3749, 5.5733], [-1.9476, 3.7480, 4.5124], [1.0798, 4.1355, 3.2265], [-0.3286, 4.3615, 2.1578], [1.0160, 3.3347, 1.6337], [-7.4657, 0.8045, 1.5332], [-6.0249, 0.5288, 1.1995], [-5.6472, 0.2610, -0.1192], [-4.3314, -0.0074, -0.4427], [-3.3767, -0.0048, 0.5683], [-3.7236, 0.2362, 1.8836], [-5.0520, 0.5107, 2.1905], [-1.6808, -0.3751, 0.1416], [-1.7298, -1.5130, -0.8163], [-1.3481, 1.1496, -0.7563], [-1.5913, 2.3575, -0.0571], [-1.2419, 3.5496, -0.6045], [-0.5956, 3.6038, -1.8641], [-0.1920, 4.8367, -2.4299], [0.4387, 4.8748, -3.6388], [0.6953, 3.6750, -4.3366], [0.3097, 2.4733, -3.8163], [-0.3513, 2.4025, -2.5631], [-0.7646, 1.1509, -1.9924], [-0.6047, -0.0572, -2.8533], [-1.5622, -0.2575, -3.8938], [-2.7160, 0.5600, -4.0214], [-3.6326, 0.3263, -5.0045], [-3.4422, -0.7320, -5.9212], [-2.3395, -1.5282, -5.8261], [-1.3755, -1.3143, -4.8098], [-0.2285, -2.1389, -4.6930], [0.6635, -1.9482, -3.6847], [0.4590, -0.9090, -2.7468], [1.5901, -0.6925, -1.3631], [2.7974, -0.0033, -1.8738], [2.0128, -2.4206, -1.1598], [3.2937, -2.8137, -1.4933], [3.6569, -4.1454, -1.3183], [2.7541, -5.0713, -0.8137], [3.1395, -6.5141, -0.6307], [1.4656, -4.6397, -0.4881], [1.0835, -3.3219, -0.6582], [-7.9010, 1.5195, 0.8345], [-7.5672, 1.2032, 2.5414], [-8.0551, -0.1128, 1.4732], [-6.4011, 0.2639, -0.8985], [-4.0335, -0.2333, -1.4605], [-2.9625, 0.2260, 2.6531], [-5.3333, 0.7074, 3.2183], [-2.0623, 2.3198, 0.9146], [-1.4422, 4.4747, -0.0775], [-0.3894, 5.7500, -1.8812], [0.7491, 5.8212, -4.0622], [1.2081, 3.7087, -5.2890], [0.5227, 1.5607, -4.3565], [-2.8645, 1.3764, -3.3259], [-4.5087, 0.9566, -5.0868], [-4.1741, -0.9084, -6.6989], [-2.1870, -2.3413, -6.5257], [-0.0790, -2.9346, -5.4128], [1.5257, -2.5930, -3.5900], [3.9891, -2.0774, -1.8775], [4.6606, -4.4652, -1.5751], [4.2213, -6.6402, -0.6543], [2.7123, -7.1328, -1.4226], [2.7703, -6.9004, 0.3199], [0.7514, -5.3535, -0.0931], [0.0758, -2.9970, -0.4226], [2.0433, 0.7499, 2.9817], [2.1781, -1.1614, 3.9054], [2.7050, 1.5593, 2.6408]],
  "mulliken_spin": [0.56, 0.08, 0.12, 0.01, -0.05, 0.34, -0.16, 0.47, -0.20, 0.21, 0.03, 0.01, 0.07, 0.00, 0.00, 0.00, 0.00, 0.00, 0.00, 0.03, -0.01, 0.03, -0.01, 0.00, 0.00, 0.00, 0.00, 0.00, -0.02, 0.00, 0.00, 0.00, 0.00, 0.00, 0.00, 0.00, 0.03, 0.00, -0.07, 0.05, -0.01, 0.01, 0.00, 0.00, 0.00, 0.00, -0.03, 0.07, -0.04, 0.00, 0.00, 0.00, 0.00, 0.00, 0.00, 0.00, 0.00, 0.01, 0.06, -0.01, -0.01, 0.01, -0.01, 0.00, 0.00, 0.01, -0.01, 0.00, 0.00, 0.00, 0.00, 0.00, 0.00, 0.00, 0.00, 0.00, 0.00, 0.00, 0.00, 0.00, 0.00, 0.00, 0.00, 0.00, 0.00, 0.00, 0.00, 0.00, 0.00, 0.00, 0.00, 0.00, 0.00, 0.37, 0.03, 0.03]
}

---

{
  "formula": "C45H45BrCoIN3OPS",
  "method": "ωB97M-V/def2-TZVPD",
  "charge": 2,
  "e_above_lowest_kcal_mol": 7.93,
  "multiplicity": 5,
  "symbols": ["Co", "I", "C", "C", "C", "C", "C", "C", "C", "C", "C", "P", "C", "C", "C", "C", "C", "C", "C", "C", "C", "C", "C", "C", "C", "H", "H", "H", "H", "H", "H", "H", "H", "H", "H", "H", "H", "H", "H", "H", "H", "C", "C", "C", "C", "C", "C", "C", "Br", "C", "O", "C", "C", "C", "C", "C", "C", "H", "H", "H", "H", "H", "H", "H", "H", "H", "H", "H", "H", "H", "H", "H", "H", "H", "H", "H", "H", "C", "N", "C", "C", "N", "C", "S", "C", "C", "C", "C", "C", "N", "H", "H", "H", "H", "H", "H", "H", "H", "H"],
  "xyz": [[-0.1675, -0.3358, 0.5840], [0.6646, 3.1306, 2.0920], [-0.2844, 4.6237, 0.9812], [0.3806, 5.8152, 1.0374], [-0.1773, 6.9837, 0.4855], [-1.4207, 6.9167, -0.0507], [-2.1322, 5.6911, -0.1117], [-3.4429, 5.7301, -0.6364], [-4.1946, 4.6023, -0.7128], [-3.6187, 3.3856, -0.3253], [-2.3354, 3.2695, 0.1580], [-1.9588, 1.4342, 0.3185], [-2.4687, 0.8921, -1.3556], [-3.6383, 0.2745, -1.7872], [-3.8119, -0.0402, -3.1300], [-2.8309, 0.2707, -4.0597], [-1.6663, 0.9010, -3.6442], [-1.4858, 1.1988, -2.3021], [-3.1148, 0.9929, 1.6669], [-4.2956, 0.2598, 1.5858], [-5.0622, 0.0285, 2.7235], [-4.6615, 0.5327, 3.9499], [-3.4859, 1.2682, 4.0393], [-2.7166, 1.4916, 2.9104], [-1.5562, 4.4622, 0.3532], [1.3383, 5.8721, 1.5360], [0.3662, 7.9176, 0.5356], [-1.9047, 7.8056, -0.4368], [-3.8392, 6.6850, -0.9595], [-5.2070, 4.6244, -1.0932], [-4.2227, 2.4960, -0.4553], [-4.4364, 0.0367, -1.1013], [-4.7288, -0.5188, -3.4498], [-2.9790, 0.0356, -5.1057], [-0.9051, 1.1705, -4.3660], [-0.5894, 1.7297, -1.9906], [-4.6504, -0.1354, 0.6458], [-5.9815, -0.5373, 2.6407], [-5.2647, 0.3602, 4.8319], [-3.1741, 1.6788, 4.9909], [-1.8042, 2.0730, 2.9932], [-2.5037, -7.5706, 1.4843], [-1.8552, -7.3180, 0.1096], [-2.9460, -7.3014, -0.9787], [-0.8731, -8.4511, -0.1890], [-1.1892, -5.9582, 0.1271], [-1.9804, -4.8111, 0.4261], [-1.4013, -3.5959, 0.4045], [-2.4031, -2.0514, 0.8153], [0.0037, -3.3806, 0.0878], [0.4544, -2.2098, 0.0032], [0.8250, -4.5632, -0.1326], [0.1792, -5.7788, -0.1301], [2.3409, -4.5525, -0.3572], [2.6331, -5.0984, -1.7651], [3.0026, -3.1787, -0.2314], [2.9886, -5.4680, 0.6995], [-2.9790, -8.5525, 1.4773], [-3.2734, -6.8346, 1.7219], [-1.7579, -7.5605, 2.2817], [-3.4571, -8.2653, -0.9852], [-2.5144, -7.1382, -1.9682], [-3.6954, -6.5288, -0.7977], [-1.4134, -9.3979, -0.1836], [-0.0863, -8.5198, 0.5659], [-0.4116, -8.3447, -1.1734], [-3.0314, -4.9090, 0.6609], [0.7706, -6.6609, -0.3237], [2.1651, -4.4775, -2.5325], [2.2770, -6.1213, -1.8923], [3.7111, -5.0986, -1.9370], [2.6368, -2.4738, -0.9759], [4.0762, -3.3098, -0.3821], [2.8488, -2.7503, 0.7617], [2.6823, -6.5089, 0.5931], [2.7360, -5.1406, 1.7104], [4.0738, -5.4318, 0.5898], [1.7830, 0.2543, 5.4274], [2.4704, 0.3909, 4.1422], [3.7246, 0.9554, 3.9778], [3.9976, 0.9507, 2.6714], [2.8945, 0.3761, 2.0177], [1.9438, 0.0483, 2.9558], [0.3745, -0.5995, 2.8331], [2.9064, 0.1802, 0.6026], [4.1342, 0.0653, -0.0359], [4.1688, 0.0135, -1.4141], [2.9781, 0.0587, -2.1254], [1.8090, 0.1228, -1.4074], [1.7617, 0.1903, -0.0635], [2.5329, 0.2266, 6.2124], [1.2104, -0.6675, 5.4379], [1.1129, 1.0977, 5.5848], [4.3020, 1.3227, 4.8085], [4.8406, 1.3550, 2.1430], [5.0477, -0.0019, 0.5347], [5.1181, -0.0738, -1.9261], [2.9560, 0.0226, -3.2053], [0.8520, 0.1257, -1.9164]],
  "mulliken_spin": [2.78, 0.01, 0.00, 0.00, 0.00, 0.00, 0.00, 0.00, 0.00, 0.00, 0.01, 0.02, -0.02, 0.01, 0.00, 0.00, 0.00, -0.03, -0.01, 0.01, 0.00, 0.00, 0.00, 0.01, -0.01, 0.00, 0.00, 0.00, 0.00, 0.00, 0.00, 0.00, 0.00, 0.00, 0.00, 0.01, 0.00, 0.00, 0.00, 0.00, 0.00, 0.03, 0.07, 0.03, 0.01, 0.02, 0.01, 0.14, 0.04, 0.16, 0.31, 0.13, -0.01, 0.04, 0.03, -0.01, 0.02, 0.00, 0.00, 0.00, 0.00, 0.00, 0.00, 0.00, 0.00, 0.00, 0.00, 0.00, 0.00, 0.00, 0.00, 0.00, 0.00, 0.01, 0.00, 0.00, 0.00, 0.00, 0.00, 0.00, 0.00, 0.01, 0.00, 0.10, 0.00, 0.00, 0.00, 0.01, 0.02, 0.01, 0.00, 0.00, 0.00, 0.00, 0.00, 0.00, 0.00, 0.00, 0.00]
}